Density functional theory data (ωB97M-V/def2-TZVPD) for C41H35ClKN6O5S as an isolated structure at a distorted geometry.

Properties
- E_HOMO (eV) = -4.24
- F_max (eV/Å) = 3.64
- net charge = -1
- Kohn-Sham gap (eV) = 6.2

```
90
Properties=species:S:1:pos:R:3:forces:R:3:mulliken_charge:R:1
K 0.31017 0.88803 -1.05280 0.059 -0.221 -0.540 1.09
C 10.94949 -1.36376 7.05458 1.486 0.120 0.942 -0.75
O 9.77002 -1.41420 7.84870 -0.133 -0.307 -1.329 -0.41
C 8.55806 -1.33600 7.11774 3.139 0.163 1.170 0.93
C 8.51018 -1.48337 5.75770 -0.506 0.183 -0.512 -0.74
C 7.27534 -1.26414 5.16446 -0.738 0.298 0.343 -0.30
C 6.13026 -0.88947 5.87493 0.552 0.697 2.198 -0.24
C 6.28753 -0.69894 7.31416 0.214 -0.702 -2.468 -0.24
C 7.51298 -0.92364 7.89059 -1.354 0.430 0.966 -0.41
N 4.91095 -0.40769 5.27777 0.851 -1.006 2.463 -0.44
N 5.05211 -0.21824 4.08076 -0.084 1.430 -2.573 0.04
C 3.95501 0.34086 3.41741 0.419 -0.349 0.261 0.20
C 2.70297 0.27712 3.98585 -0.938 -0.520 1.597 0.10
C 1.57104 0.63517 3.30385 -2.188 0.147 -0.814 -1.08
C 1.61616 1.08682 1.94323 0.792 1.002 -0.250 0.49
O 0.61426 1.47633 1.27415 0.770 -0.604 0.953 -1.01
C 3.02911 1.21557 1.35902 -3.280 -0.201 -1.043 -0.18
N 3.13030 1.54185 0.04497 -0.165 -0.152 0.209 -0.19
C 4.33508 1.61586 -0.45609 -0.281 1.105 -1.855 -0.24
C 5.52290 1.55969 0.26658 0.581 -0.219 0.071 -0.47
C 5.40061 1.23592 1.58898 0.514 -0.807 -0.210 -0.65
C 4.10813 0.88983 2.10046 2.825 -0.230 1.958 0.80
H 11.81793 -1.45102 7.79182 -1.174 -0.205 -1.000 0.22
H 11.10108 -0.37712 6.58454 -0.407 -0.184 0.000 0.35
H 11.04928 -2.13276 6.24989 -0.267 0.299 0.847 0.26
H 9.37759 -1.60990 5.10186 -0.360 -0.194 0.553 0.21
H 7.22293 -1.25445 4.10657 -0.200 -0.160 -0.861 0.42
H 5.53449 -0.32702 7.96487 -0.938 0.255 -0.054 0.42
H 7.61765 -0.66005 8.95938 0.337 -0.474 -0.761 0.33
H 2.60405 -0.09643 5.05289 0.242 0.392 -1.559 0.30
H 0.50550 0.52999 3.69343 1.686 0.140 -0.196 0.22
H 4.39860 1.87963 -1.53155 -0.139 -0.328 0.573 0.32
H 6.48975 1.70958 -0.26420 -0.817 -0.007 0.691 0.34
H 6.31504 1.13068 2.17811 -0.546 -0.037 0.155 0.38
Cl -4.35847 2.36468 -7.85100 1.026 -0.452 0.484 -0.29
C -3.09800 1.61512 -6.77442 -1.875 -1.672 -0.403 -0.05
C -3.25576 0.18930 -6.49315 0.565 1.630 -0.883 -0.20
C -2.50929 -0.47016 -5.58844 -0.033 1.157 1.940 -1.05
C -1.74986 0.32963 -4.61874 1.652 0.986 0.027 0.66
O -1.15317 -0.11881 -3.60353 -0.623 -0.872 -0.189 -0.54
C -1.57900 1.76015 -4.92266 -0.972 0.720 0.081 0.70
C -0.97013 2.70554 -3.96465 0.382 -1.452 -1.184 -0.55
O -0.44928 2.44514 -2.89288 -0.220 0.387 0.183 -0.53
C -2.29460 2.37776 -6.00834 0.809 0.473 0.780 -0.56
H -3.93753 -0.43608 -7.01219 -0.785 0.062 -0.855 0.46
H -2.80612 -1.47623 -5.32646 0.436 -0.268 -0.059 0.36
H -0.89503 3.73167 -4.34735 -0.283 0.394 -0.083 0.30
H -2.21897 3.47572 -6.19600 -0.078 -0.981 0.328 0.25
O -4.13336 -1.98412 -0.45978 0.734 0.482 0.040 -0.45
S -5.17059 -1.75647 0.56760 -0.977 -0.068 0.101 0.30
C -6.68743 -1.70218 -0.46758 0.761 -0.359 -0.368 -1.55
C -6.70037 -0.79061 -1.66670 -0.872 0.153 -0.357 0.93
C -6.04914 -1.17921 -2.83003 -0.065 -0.710 1.582 -0.60
C -6.11305 -0.46143 -3.98256 0.011 1.999 -1.684 -0.21
C -6.90776 0.70772 -4.06905 -0.005 -0.135 1.811 -0.53
C -7.61073 1.11741 -2.84515 1.494 -0.776 -2.582 -0.59
C -7.50087 0.37494 -1.69840 0.999 -1.055 0.053 -0.32
C -5.18010 -0.08232 1.28279 -2.261 1.089 -0.641 -1.30
C -5.24769 1.15425 0.37001 0.318 -0.001 0.114 0.80
C -6.30232 2.08621 0.49009 0.530 -0.095 0.707 -0.46
C -6.30401 3.32177 -0.17665 0.270 -2.404 0.710 -0.81
C -5.33442 3.51891 -1.12736 -0.010 0.739 -0.896 -0.44
C -4.29369 2.62126 -1.28146 0.583 -1.236 0.189 -0.35
C -4.19109 1.42416 -0.51947 -1.546 1.336 -0.479 -0.43
H -7.57184 -1.62053 0.12244 -0.592 0.267 0.677 0.56
H -6.62180 -2.75000 -0.78419 -0.257 0.161 -0.225 0.53
H -5.46550 -2.07747 -2.75997 0.348 -0.232 -0.189 0.31
H -5.40824 -0.71335 -4.79637 -0.793 0.059 0.310 0.21
H -6.87128 1.32134 -4.99773 -0.282 -0.474 0.970 0.37
H -8.14352 2.03867 -2.82712 -0.429 0.537 -0.099 0.45
H -7.90820 0.71166 -0.76601 -0.519 0.124 0.084 0.48
H -4.34679 -0.01322 1.91215 1.625 -0.055 0.729 0.59
H -6.03841 -0.05442 2.02813 0.652 -0.331 -1.046 0.41
H -7.14600 1.81715 1.14249 0.452 0.296 -0.060 0.33
H -7.07074 3.99692 0.08401 -0.798 0.821 -0.254 0.41
H -5.47329 4.32556 -1.86210 0.495 -0.074 0.605 0.36
H -3.53111 2.83660 -2.02093 -0.042 -0.141 -0.067 0.35
H -3.44864 0.67496 -0.74795 0.294 0.081 0.207 0.61
N -0.41509 -2.95948 -3.65144 0.479 -0.889 -0.757 -0.48
C 0.61829 -3.05379 -2.75636 0.687 -0.050 -0.651 0.54
C 0.50843 -2.59121 -1.43086 0.461 -0.029 0.908 -0.72
N 1.48376 -2.71288 -0.54441 0.083 -0.311 -0.933 -0.49
C 2.59736 -3.37921 -0.97262 0.018 1.546 3.296 -0.30
C 2.70269 -3.81044 -2.22910 -0.972 -0.534 -1.626 -0.27
N 1.74895 -3.60842 -3.17032 0.225 -0.571 0.609 -0.66
H -0.84240 -2.06121 -3.65917 -0.795 1.188 0.159 0.26
H -0.13446 -3.22956 -4.60268 -0.030 0.115 0.777 0.30
H -0.40046 -2.14832 -1.06358 -0.422 0.147 -0.095 1.02
H 3.39920 -3.44963 -0.18370 -0.843 -0.229 -1.157 0.33
H 3.49438 -4.45811 -2.49366 1.040 -0.245 -0.562 0.43
```
Positions in Å, forces in eV/Å.

***

Density functional theory data (ωB97M-V/def2-TZVPD) for a 2-piece molecular cluster, C41H35O2Si overall at a distorted geometry.

Properties
- E_HOMO (eV) = -10.64
- F_max (eV/Å) = 2.54
- net charge = +1
- Kohn-Sham gap (eV) = 4.9

```
79
Properties=species:S:1:pos:R:3:forces:R:3:mulliken_charge:R:1
C -0.20207 0.24544 -0.29074 -0.447 0.376 0.008 0.58
C 0.82601 -0.82031 -0.16529 0.352 -1.907 1.334 0.35
C 0.58230 -1.87940 0.68349 1.066 1.449 -1.793 -1.14
O 2.03149 -0.67574 -0.79223 0.089 0.419 -0.675 -0.63
Si 2.47789 -0.13154 -2.35242 0.291 -0.233 -0.283 -0.15
C 1.18981 -0.65758 -3.55271 -0.160 0.174 -0.236 0.77
C 0.22895 0.24560 -4.02292 -0.471 -0.582 -0.181 -0.17
C -0.86772 -0.23962 -4.74677 0.090 0.051 0.023 -0.75
C -0.96159 -1.60009 -5.05539 0.156 0.053 0.083 -0.55
C 0.08137 -2.46664 -4.71296 0.097 0.067 0.084 -0.67
C 1.16526 -1.99463 -3.96574 -0.691 -0.069 -0.143 -0.18
C 2.80070 1.69062 -2.56307 -0.229 0.316 0.551 0.28
C 3.58278 2.20644 -3.61607 -0.117 0.312 0.090 -0.31
C 3.70982 3.59197 -3.78980 -0.132 -0.184 0.069 -0.66
C 3.06107 4.47103 -2.91714 -0.099 -0.222 0.209 -0.49
C 2.31810 3.95979 -1.84881 -0.028 -0.025 -0.020 -0.63
C 2.19061 2.57738 -1.67128 0.175 0.564 -0.301 -0.03
C 4.05621 -0.91069 -2.92368 0.156 -0.257 0.440 0.38
C 4.31437 -1.17543 -4.27793 0.431 -0.291 0.022 0.04
C 5.54048 -1.73855 -4.66155 -0.117 0.152 0.096 -0.81
C 6.51945 -2.00207 -3.70009 -0.156 0.060 0.189 -0.44
C 6.27558 -1.69126 -2.35725 -0.035 0.042 0.029 -0.63
C 5.04880 -1.14246 -1.96713 0.500 -0.331 -0.476 -0.47
H -1.15720 -0.27490 -0.19762 0.243 0.321 -0.253 -0.42
H -0.12998 0.93390 0.56600 0.122 0.048 -0.431 0.29
H -0.20561 0.82233 -1.23109 0.169 -0.345 0.346 0.02
H 1.29065 -2.70506 0.76865 -0.197 0.365 0.147 0.36
H -0.34220 -1.88000 1.23980 -0.014 -0.205 -0.113 0.18
H 0.34395 1.31545 -3.83081 -0.162 -0.299 0.084 0.42
H -1.65351 0.44322 -5.07014 0.193 -0.143 0.017 0.43
H -1.84067 -1.98608 -5.57927 0.354 0.173 0.094 0.41
H 0.04618 -3.51239 -5.01801 -0.020 0.246 0.063 0.40
H 1.99350 -2.65870 -3.70469 -0.371 0.119 0.017 0.43
H 4.09657 1.53238 -4.30812 -0.191 0.216 0.277 0.33
H 4.30934 4.00068 -4.60847 -0.201 -0.251 0.270 0.38
H 3.13554 5.55366 -3.05889 0.028 -0.431 0.048 0.36
H 1.82845 4.63916 -1.15093 0.130 -0.108 -0.170 0.41
H 1.61294 2.17978 -0.83517 0.149 0.237 -0.161 0.34
H 3.56541 -0.95318 -5.04511 0.203 -0.153 0.312 0.47
H 5.73495 -1.97567 -5.71150 -0.098 0.131 0.362 0.38
H 7.47583 -2.44890 -3.99235 -0.403 0.198 0.110 0.37
H 7.04449 -1.88150 -1.60794 -0.164 0.039 -0.205 0.39
H 4.85783 -0.89033 -0.92237 0.128 -0.171 -0.213 0.35
C -2.54698 -0.00133 9.08318 -0.029 0.018 -0.186 -0.79
O -1.94645 -0.95695 8.17822 -0.505 0.476 -1.516 -0.40
C -2.04806 -0.70776 6.83713 0.105 0.118 0.731 0.85
C -1.55929 -1.70962 5.96396 0.384 -0.056 -0.343 -1.12
C -1.49705 -1.49787 4.59911 -0.510 -0.110 0.365 -0.05
C -1.96156 -0.28401 4.02868 0.399 -0.105 -0.388 0.39
C -2.17253 -0.11178 2.61496 -1.467 0.709 1.508 1.02
C -2.33907 1.19580 1.98045 -0.769 0.146 -1.135 -0.74
C -3.00729 1.00013 0.72052 0.589 0.818 0.615 0.67
C -3.29602 2.05265 -0.12765 -0.171 -0.664 0.679 -0.35
C -3.06418 3.35448 0.33592 -0.003 0.092 0.507 -0.76
C -2.47385 3.56751 1.58772 0.080 0.077 -0.091 -1.07
C -2.06214 2.49659 2.39954 0.200 -0.132 -0.219 0.15
C -3.27438 -0.43019 0.57233 0.506 -1.320 0.045 -0.61
C -2.77848 -1.10227 1.75324 -0.302 0.234 -1.492 0.48
C -3.01889 -2.46544 1.91072 0.023 -0.021 -0.244 0.31
C -3.63675 -3.16105 0.86593 -0.117 0.104 -0.628 -1.00
C -3.99153 -2.51918 -0.34216 -0.077 -0.091 0.664 -0.79
C -3.81452 -1.13391 -0.49776 -0.064 0.678 0.720 -0.33
C -2.43962 0.70930 4.91386 -0.363 0.191 0.360 -0.88
C -2.56621 0.48474 6.27620 0.396 -0.028 0.159 -0.86
H -2.48824 -0.44539 10.07615 0.028 -0.008 -0.205 0.25
H -2.00201 0.95298 9.07830 -0.078 -0.293 -0.092 0.34
H -3.59781 0.16345 8.81148 0.237 -0.053 0.125 0.35
H -1.19664 -2.64713 6.37849 -0.036 0.247 0.045 0.42
H -1.10981 -2.26639 3.93184 0.063 0.144 0.331 0.65
H -3.77944 1.84354 -1.07321 0.022 0.241 -0.049 0.48
H -3.41932 4.19847 -0.25826 0.329 -0.186 0.173 0.46
H -2.32244 4.58667 1.94857 -0.008 -0.325 -0.189 0.43
H -1.52156 2.67076 3.33153 -0.144 0.131 -0.361 0.78
H -2.72487 -2.98013 2.81998 -0.149 -0.030 -0.208 0.45
H -3.84106 -4.22669 0.97646 0.094 0.332 -0.035 0.42
H -4.48692 -3.07240 -1.14420 0.308 0.028 0.333 0.47
H -4.14892 -0.57671 -1.38604 0.168 -0.555 0.382 0.41
H -2.82320 1.64740 4.51558 -0.012 -0.414 0.176 0.55
H -3.01907 1.25559 6.90472 0.254 -0.312 -0.258 0.42
```
Positions in Å, forces in eV/Å.

***

Density functional theory data (ωB97M-V/def2-TZVPD) for C41H36AsCaNO3S2 as an isolated structure at a distorted geometry.

Properties
- E_HOMO (eV) = -6.44
- ΔE to the lowest compared entry with this formula, charge and spin (eV) = 1.238
- F_max (eV/Å) = 3.48
- Kohn-Sham gap (eV) = 6.7

```
85
Properties=species:S:1:pos:R:3:forces:R:3:mulliken_charge:R:1
Ca 0.23312 1.29238 0.25482 -3.023 1.612 -0.601 1.05
C -3.38004 4.00358 -0.25876 0.041 -0.114 0.077 -1.64
C -3.17842 2.80867 0.63539 0.027 0.062 -0.054 0.67
C -2.46299 2.94240 1.82410 -0.082 -0.070 -0.092 -0.58
C -2.24894 1.85012 2.65835 0.019 -0.081 0.093 0.43
C -1.41245 1.98182 3.90557 -0.096 0.121 -0.095 -1.77
C -2.80881 0.62547 2.31231 -0.001 0.018 -0.057 0.03
C -3.51630 0.45990 1.12827 -0.061 -0.067 0.030 0.91
C -4.04359 -0.90069 0.75364 0.089 0.111 0.000 -1.43
C -3.68466 1.55773 0.29217 0.024 -0.003 0.042 -0.32
H -4.11609 4.68185 0.17762 -0.002 0.032 -0.046 0.39
H -3.73059 3.69829 -1.24460 -0.028 0.027 -0.002 0.33
H -2.44035 4.54468 -0.37358 -0.031 0.055 -0.022 0.29
H -2.05204 3.90917 2.08704 0.081 -0.024 -0.029 0.36
H -0.86342 1.05960 4.10012 -0.004 0.003 0.060 0.25
H -2.03971 2.19872 4.77285 0.037 -0.023 0.034 0.43
H -0.69391 2.79442 3.79562 0.021 -0.018 0.028 0.35
H -2.67317 -0.22919 2.96759 0.040 0.029 0.015 0.44
H -4.66641 -1.31153 1.54967 -0.015 -0.035 -0.021 0.48
H -3.20953 -1.59064 0.59342 -0.042 -0.039 -0.006 0.00
H -4.63530 -0.85380 -0.16063 -0.023 -0.033 0.003 0.33
H -4.22421 1.43854 -0.64220 0.008 0.011 -0.007 0.29
O 2.22970 1.26426 -0.78798 0.428 -0.050 -0.162 -0.46
C 2.41705 1.92089 0.27279 1.868 0.574 0.092 0.87
O 1.98371 1.50534 1.38040 1.286 0.103 0.816 -0.76
C 2.93282 3.32518 0.20652 -0.136 0.165 0.063 -0.32
C 4.27741 3.65664 0.17510 0.051 -0.130 -0.019 -0.15
C 4.67392 4.98523 0.18657 0.052 -0.014 -0.014 -0.67
C 3.70710 5.98150 0.23029 -0.015 0.045 0.018 -0.52
C 2.36154 5.65630 0.23704 0.071 -0.156 0.001 -0.79
C 1.93846 4.32034 0.22127 0.211 0.261 -0.059 0.50
S 0.22285 3.95605 0.18246 -0.062 0.621 0.036 -0.34
H 5.01851 2.86549 0.14145 0.004 0.014 0.030 0.45
H 5.72584 5.23916 0.16471 -0.005 0.002 0.012 0.38
H 4.00500 7.02297 0.26176 0.002 -0.008 -0.034 0.37
H 1.60230 6.42721 0.25930 0.025 0.036 -0.007 0.44
S 0.19579 2.03621 -4.49026 -0.192 0.051 0.079 -0.32
C 0.30889 2.20800 -2.77451 0.102 -0.040 -0.359 -0.35
N -0.41636 1.40350 -2.07564 -0.222 -0.112 -0.197 0.65
C -1.18971 0.58893 -2.88723 -0.167 0.201 -0.540 -1.38
C -2.14485 -0.33117 -2.45653 0.090 0.016 0.131 0.50
C -2.89121 -1.00330 -3.40189 0.000 -0.124 0.127 -0.83
C -2.70442 -0.77792 -4.76835 0.015 -0.023 -0.125 -0.67
C -1.76546 0.12969 -5.21504 0.016 0.017 -0.054 -0.49
C -1.01565 0.81395 -4.26523 0.153 -0.054 0.266 0.90
H 0.95302 2.96222 -2.34301 0.025 -0.079 0.097 0.28
H -2.29245 -0.48080 -1.39360 0.011 -0.050 -0.008 0.32
H -3.63410 -1.72286 -3.08042 -0.012 0.030 0.004 0.44
H -3.30936 -1.31547 -5.48743 0.007 0.005 0.017 0.42
H -1.62753 0.32362 -6.27093 -0.019 -0.044 0.004 0.44
O -0.47901 -0.56122 0.75004 -0.771 -1.608 0.552 0.52
As 0.50873 -1.85743 0.50481 0.514 -1.929 -0.091 0.56
C 0.73400 -2.34836 -1.34309 -0.037 0.117 0.137 0.26
C 1.60503 -1.59898 -2.13009 -0.022 0.114 0.060 -0.13
C 1.76260 -1.92428 -3.46806 0.009 -0.005 -0.009 -0.92
C 1.06810 -2.99824 -4.00767 -0.007 0.025 -0.081 -0.61
C 0.20480 -3.74490 -3.21969 -0.058 -0.006 -0.080 -0.91
C 0.02759 -3.41451 -1.88638 -0.079 0.005 0.158 -0.59
C -0.30486 -3.34457 1.44068 -0.063 0.221 0.010 0.18
C 0.00678 -4.68099 1.21562 0.105 0.083 -0.055 -0.20
C -0.58697 -5.66121 1.99553 0.031 -0.074 0.020 -0.80
C -1.48197 -5.31259 2.99784 -0.045 0.041 0.040 -0.48
C -1.78622 -3.97879 3.23049 0.025 -0.093 -0.045 -0.73
C -1.19294 -2.99664 2.45276 -0.008 0.143 -0.083 -0.21
C 2.27113 -1.72658 1.25779 -0.059 0.107 0.041 0.83
C 3.37150 -2.25927 0.59848 -0.116 -0.021 -0.059 -0.33
C 4.62235 -2.18902 1.19236 0.040 -0.001 0.009 -0.77
C 4.76674 -1.59528 2.43786 -0.001 -0.002 -0.045 -0.57
C 3.66040 -1.08525 3.10388 0.016 -0.010 0.035 -0.66
C 2.40998 -1.15172 2.51550 -0.109 0.024 -0.051 -0.50
H 2.13971 -0.75859 -1.70001 0.010 0.025 -0.057 0.34
H 2.43294 -1.34139 -4.08650 -0.015 0.010 0.007 0.49
H 1.19517 -3.24861 -5.05338 0.003 -0.014 0.012 0.42
H -0.33935 -4.57724 -3.64690 -0.004 0.010 0.005 0.42
H -0.65859 -3.98014 -1.26727 -0.012 -0.008 -0.084 0.54
H 0.70675 -4.95939 0.43649 0.023 -0.015 0.041 0.50
H -0.34436 -6.70265 1.82813 -0.009 0.008 -0.027 0.41
H -1.94318 -6.08199 3.60341 0.014 -0.016 -0.016 0.40
H -2.48608 -3.70840 4.01008 0.018 0.023 0.012 0.45
H -1.41216 -1.94762 2.61223 -0.057 -0.035 0.007 -0.07
H 3.25253 -2.71886 -0.37444 0.074 0.006 0.004 0.41
H 5.48404 -2.59088 0.67581 0.004 0.006 0.006 0.42
H 5.74912 -1.52129 2.88581 -0.011 -0.022 0.027 0.40
H 3.77691 -0.62384 4.07520 -0.016 0.021 -0.010 0.43
H 1.54375 -0.73196 3.01227 0.049 0.037 0.047 0.31
```
Positions in Å, forces in eV/Å.